{
  "formula": "C11H19ClErIN3O3P",
  "method": "ωB97M-V/def2-TZVPD",
  "e_above_lowest_kj_mol": 0.0,
  "molar_mass_g_mol": 601.88,
  "fmax_ev_per_a": 7.27,
  "charge": 2,
  "homo_lumo_gap_ev": [4.01, 4.46],
  "multiplicity": 4,
  "elements": ["Er", "I", "Cl", "P", "O", "O", "O", "N", "N", "N", "C", "C", "C", "C", "C", "C", "C", "C", "C", "C", "C", "H", "H", "H", "H", "H", "H", "H", "H", "H", "H", "H", "H", "H", "H", "H", "H", "H", "H", "H"],
  "positions_angstrom": [[-0.43, 0.75, -0.02], [-0.22, 3.54, 0.24], [-2.83, 0.24, -0.63], [-0.02, 0.96, -2.85], [1.27, -2.15, -1.15], [1.63, 0.93, 1.92], [3.16, 0.49, -0.41], [0.98, 0.10, 3.96], [-2.01, -1.79, 1.94], [-0.24, -0.35, 1.99], [2.02, 0.47, -0.22], [1.63, 1.48, -3.42], [-0.86, -1.39, 4.06], [0.15, -0.70, 4.68], [-1.05, -1.18, 2.68], [-1.09, -2.68, -1.49], [-1.03, 2.46, -3.23], [-0.58, -0.19, -4.13], [0.11, -1.91, -1.20], [0.83, 0.23, 2.62], [2.05, 0.85, 4.63], [2.00, 2.28, -2.78], [-1.73, -2.74, -0.59], [-2.00, 2.38, -2.71], [-1.54, -2.01, 4.62], [1.89, 1.93, 4.51], [2.31, 0.63, -3.36], [-1.20, 2.51, -4.32], [0.03, -1.09, -4.12], [-2.38, -1.26, 1.13], [-0.82, -3.71, -1.80], [-1.62, -0.45, -3.95], [2.00, 0.59, 5.69], [1.55, 1.83, -4.46], [-1.67, -2.20, -2.29], [3.03, 0.56, 4.22], [-0.52, 3.36, -2.86], [0.38, -0.73, 5.74], [-2.70, -2.34, 2.44], [-0.49, 0.31, -5.11]],
  "mulliken_spin": [3.07, -0.06, -0.01, -0.07, 0.07, 0.00, 0.00, 0.00, 0.00, 0.00, -0.01, -0.01, 0.00, 0.00, 0.00, 0.03, -0.01, -0.01, 0.03, -0.01, 0.00, 0.00, 0.00, 0.00, 0.00, 0.00, 0.00, 0.00, 0.00, 0.00, 0.00, 0.00, 0.00, 0.00, 0.00, 0.00, 0.00, 0.00, 0.00, 0.00]
}



{
  "formula": "C35H37N3O2Tc",
  "method": "ωB97M-V/def2-TZVPD",
  "molar_mass_g_mol": 629.70,
  "fmax_ev_per_a": 2.14,
  "charge": 2,
  "homo_lumo_gap_ev": [6.20, 5.50],
  "multiplicity": 4,
  "elements": ["Tc", "O", "O", "N", "N", "N", "C", "C", "C", "C", "C", "C", "C", "C", "C", "C", "C", "C", "C", "C", "C", "C", "C", "C", "C", "C", "C", "C", "C", "C", "C", "C", "C", "C", "C", "C", "C", "C", "C", "C", "C", "H", "H", "H", "H", "H", "H", "H", "H", "H", "H", "H", "H", "H", "H", "H", "H", "H", "H", "H", "H", "H", "H", "H", "H", "H", "H", "H", "H", "H", "H", "H", "H", "H", "H", "H", "H", "H"],
  "positions_angstrom": [[-0.31, -1.09, -1.10], [1.63, -2.06, -1.44], [-2.12, -0.72, -0.65], [-0.90, -2.14, 1.51], [-0.02, -2.06, 0.57], [0.36, 0.83, -1.21], [3.32, -3.35, -0.19], [-4.48, -2.69, 4.91], [-1.67, 0.65, -4.23], [1.51, -3.43, 1.94], [0.87, 1.13, 1.15], [2.09, -2.72, -0.31], [-2.74, 4.15, -3.21], [1.91, 3.23, 2.05], [-2.14, -1.72, 1.51], [1.25, 3.06, -0.37], [-4.33, -1.83, 2.65], [2.73, -4.07, 2.04], [-2.33, -2.45, 3.87], [-2.35, 1.87, -4.19], [1.19, -2.73, 0.77], [-0.44, 1.31, -2.21], [2.67, 1.03, -0.61], [-1.16, 2.52, -2.20], [-2.07, 2.81, -3.20], [2.28, 3.63, 0.62], [-4.20, -0.91, 0.41], [1.23, 1.53, -0.30], [2.42, -2.19, -2.63], [-2.93, -2.00, 2.69], [-4.94, -1.31, 1.48], [3.66, 1.59, 0.41], [-1.98, -0.35, -5.30], [1.87, 1.71, 2.14], [3.68, 3.11, 0.32], [3.26, 1.15, 1.82], [-5.09, -2.20, 3.77], [-3.10, -2.79, 4.96], [3.64, -4.02, 0.99], [-0.70, 0.40, -3.27], [-2.80, -1.08, 0.37], [-1.26, -2.53, 3.90], [4.00, 3.43, -0.68], [4.66, 1.20, 0.18], [0.28, 3.45, -0.07], [-5.08, -3.00, 5.75], [4.59, -4.50, 1.08], [0.79, -3.45, 2.74], [-2.06, 4.87, -3.66], [2.64, 3.62, 2.75], [3.40, -1.73, -2.49], [-0.14, 1.49, 1.36], [-2.97, 4.48, -2.20], [-3.65, 4.13, -3.80], [-3.09, 2.09, -4.95], [2.53, -3.25, -2.89], [3.27, 0.06, 1.89], [-1.08, -0.84, -5.66], [-6.02, -1.22, 1.46], [1.58, 1.40, 3.15], [2.69, -0.06, -0.57], [4.39, 3.51, 1.05], [0.94, 3.65, 2.31], [-1.04, 3.23, -1.41], [-2.62, -3.15, 5.86], [1.90, -1.68, -3.43], [2.27, 4.72, 0.53], [0.88, 0.04, 1.24], [2.98, -4.61, 2.94], [4.03, -3.35, -0.99], [-4.67, -0.49, -0.47], [-2.64, -1.12, -4.89], [-2.49, 0.10, -6.14], [3.99, 1.53, 2.54], [-6.16, -2.11, 3.72], [-0.04, -0.45, -3.43], [2.95, 1.35, -1.62], [1.47, 3.39, -1.38]],
  "mulliken_spin": [2.31, -0.03, 0.00, -0.09, 0.00, 0.45, 0.00, 0.00, -0.04, -0.02, 0.02, -0.04, 0.00, 0.00, 0.04, 0.00, 0.00, 0.00, 0.02, 0.11, 0.05, -0.08, 0.05, 0.10, -0.03, 0.00, 0.02, -0.11, 0.01, 0.01, 0.05, 0.00, 0.00, 0.01, 0.00, 0.00, 0.03, 0.01, -0.01, 0.06, 0.03, 0.01, 0.00, 0.00, 0.00, 0.00, 0.00, 0.00, 0.00, 0.00, 0.00, 0.01, 0.00, 0.00, 0.00, 0.00, 0.00, 0.00, 0.00, 0.00, -0.02, 0.00, 0.00, 0.02, 0.00, 0.00, 0.00, 0.00, 0.00, 0.00, 0.00, 0.00, 0.00, 0.00, 0.00, 0.05, 0.00, 0.00]
}



What is the charge in the second record?
+2



What is the charge in the first record?
+2